C16H26F2IInO7PSi | ωB97M-V/def2-TZVPD

Structure (XYZ):
```
55
Properties=species:S:1:pos:R:3:forces:R:3
I -5.27285 -2.31141 1.82554 0.2 0.4 -1.0
In -3.57110 0.98264 -1.19802 0.7 -1.5 0.3
P -4.08751 3.05941 -2.56987 3.3 3.6 -2.4
Si 1.21286 2.68319 0.44445 0.3 -0.3 -0.1
F -4.14890 2.16279 1.69479 2.3 -1.4 -1.0
F -2.64676 0.27604 1.68275 -0.8 3.0 -1.0
O 2.97530 -4.73176 1.08430 -0.3 -1.1 1.3
O -3.88221 -2.69591 -0.88855 -5.6 5.3 4.3
O -2.77649 3.70570 -3.25029 -4.2 -2.2 2.4
O -4.63885 4.28362 -1.40648 1.6 -1.3 -1.0
O -5.22594 2.81915 -3.86655 0.6 -0.9 2.4
O 1.45512 -5.83630 2.40627 1.3 0.1 -0.1
O 3.59625 -6.17452 2.76103 -0.7 0.4 -0.4
C 2.39172 1.82825 -2.39309 1.2 -4.2 2.2
C 3.13682 0.69226 -3.32224 -1.0 -0.5 4.2
C 0.89275 4.39362 -0.38016 -0.2 1.3 -0.4
C -0.38259 1.74911 1.01523 -0.5 -1.0 -0.3
C 3.54838 -0.76585 -2.64068 -1.4 2.3 2.1
C -4.73702 -1.84325 -0.26319 4.3 -2.8 -5.9
C 2.11642 1.46343 -0.80236 2.1 -2.7 -2.1
C 3.28944 -1.13782 -1.04565 -1.6 4.5 -1.3
C 4.96107 -5.91875 2.43533 0.4 0.1 -0.1
C 2.25740 3.01259 2.04090 0.8 0.7 1.3
C 2.70323 -5.50239 1.99148 -0.2 0.3 -0.4
C -3.01437 1.54364 0.95343 0.2 1.0 0.5
C 0.40554 -5.19901 1.68066 -0.6 0.3 -0.3
C -1.75511 2.64354 0.95601 0.4 -1.4 1.4
C -5.30445 -0.49681 -1.05474 -1.1 -1.7 1.9
C 2.56776 0.00554 -0.11825 0.9 0.5 -4.4
H 2.35824 -0.18688 1.03432 0.5 0.4 -2.8
H -0.54716 -5.53856 2.09634 0.4 -0.1 0.1
H 3.35151 0.95577 -4.44847 -0.4 -0.9 2.5
H 2.03263 2.88846 -2.77640 0.9 -2.6 0.7
H -2.21658 0.11104 -2.06155 -0.6 0.6 0.5
H -5.76605 -0.79076 -2.10376 1.1 0.3 2.3
H -5.54019 1.86810 -3.78404 0.5 1.7 0.0
H 0.46271 -4.11172 1.79413 0.1 -0.2 -0.2
H 3.56318 -2.16277 -0.55022 -0.5 2.1 -1.3
H 0.36399 4.24816 -1.41393 0.8 0.5 1.9
H 3.18128 3.74355 1.86368 -2.0 -1.5 0.3
H 4.06444 -1.59470 -3.29828 -1.2 2.0 1.4
H 5.58614 -6.50750 3.11244 -0.4 0.0 0.0
H 5.20035 -4.86013 2.57899 -0.1 -0.2 -0.2
H -0.53987 0.81102 0.29798 0.4 2.0 1.5
H 2.68508 2.04647 2.55205 -0.9 1.8 -1.0
H -6.09862 -0.01345 -0.33554 1.3 -1.0 -1.6
H -0.14670 1.29208 2.08729 -0.8 1.0 -2.1
H -3.77775 4.58279 -0.95978 -1.7 -0.6 -1.2
H 1.53798 3.54244 2.83195 1.5 -1.1 -1.6
H 0.21180 5.05227 0.33623 1.3 -1.4 -1.6
H -1.74098 3.28767 -0.02262 -0.3 -1.3 1.8
H 5.17785 -6.23014 1.40848 -0.1 0.2 0.1
H 1.87643 5.03316 -0.55516 -1.9 -1.5 0.3
H -1.78580 3.32459 1.92034 -0.2 -1.2 -2.0
H 0.44019 -5.48172 0.62352 0.1 0.2 0.2
```
Positions in Å, forces in eV/Å.

Values from the calculation:
- Spin multiplicity: 1
- HOMO level: -6.2 eV
- HOMO-LUMO gap: 8.32 eV
- Total charge: -1
- LUMO: 2.16 eV


C3BaO | ωB97M-V/def2-TZVPD

Structure (XYZ):
```
5
Properties=species:S:1:pos:R:3:forces:R:3
Ba 2.41688 -0.14626 0.06893 -1.8 -0.2 0.0
O -2.72653 -0.40695 -0.03758 -1.4 1.7 -0.3
C -1.50923 0.20156 -0.09853 1.1 -2.8 0.5
C -2.31219 -1.64070 0.16695 0.9 -0.3 0.1
C -0.37917 -0.37962 0.04316 1.2 1.6 -0.2
```
Positions in Å, forces in eV/Å.

Values from the calculation:
- Spin multiplicity: 2
- HOMO level (alpha / beta): -9.4 / -12.3 eV
- HOMO-LUMO gap (alpha / beta): 3.81 / 6.64 eV
- ΔE to the lowest compared entry with this formula, charge and spin: 56.84 kJ/mol
- Total charge: +1
- LUMO (alpha / beta): -5.62 / -5.63 eV


CH6N2 | ωB97M-V/def2-TZVPD

Structure (XYZ):
```
9
Properties=species:S:1:pos:R:3:forces:R:3
N 2.67367 -0.45769 0.01088 -1.0 -0.8 -0.1
N 3.80018 -0.03820 -0.11457 2.1 -1.6 -0.7
C -2.52344 -0.09233 -0.04937 0.2 0.0 0.0
H 4.27672 0.85731 0.03594 -1.7 1.2 0.6
H -3.39937 0.39791 0.38609 0.1 -0.2 -0.2
H -2.00702 0.61699 -0.70830 -0.1 -0.2 0.2
H -1.85508 -0.40049 0.76799 -0.2 0.1 -0.3
H 1.84604 0.08906 0.31297 0.6 1.3 0.3
H -2.81169 -0.97256 -0.64164 0.0 0.3 0.3
```
Positions in Å, forces in eV/Å.

Values from the calculation:
- Spin multiplicity: 1
- HOMO level: -8.5 eV
- HOMO-LUMO gap: 9.42 eV
- ΔE to the lowest compared entry with this formula, charge and spin: 240.60 kJ/mol
- Total charge: 0
- LUMO: 0.91 eV


C29H34BCoN2O4P | ωB97M-V/def2-TZVPD

Structure (XYZ):
```
72
Properties=species:S:1:pos:R:3:forces:R:3
Co -0.20379 1.21769 0.30304 0.0 0.1 0.2
P 0.13260 -0.88465 -0.13455 0.1 -0.1 -0.1
O 1.03239 2.85657 1.69623 -0.1 -0.1 -0.1
O 2.69049 1.26144 -0.86637 -0.1 0.0 0.0
O -4.11836 0.23542 -0.68559 0.0 0.0 0.0
O 0.14984 2.28195 -1.31827 0.1 -0.1 -0.1
N -0.64342 0.58036 1.97672 0.0 0.2 0.2
N -2.01380 0.89572 -0.48229 0.0 0.0 0.0
C -2.88879 -0.00813 -0.23337 0.0 0.0 0.0
C 3.75056 -2.68892 0.31880 0.0 0.0 0.0
C 3.33686 3.33744 0.20801 0.0 0.0 0.0
C -2.62730 -1.28669 0.42661 0.0 0.0 0.0
C 0.80034 -0.92037 -4.17570 0.0 0.0 0.0
C 0.79393 -0.54577 -2.84022 0.0 0.0 0.0
C 1.38934 1.98008 0.95682 0.1 0.0 -0.1
C 3.85560 -2.83571 1.69404 0.0 0.0 0.0
C -2.61664 1.85515 -1.42073 0.0 0.0 0.0
C 1.58185 -1.67681 0.59431 0.0 0.0 0.0
C -0.53831 -2.47851 -2.30880 0.0 0.0 0.0
C -0.68413 3.36194 -1.81981 0.0 0.0 0.0
C -4.10328 1.60234 -1.18525 0.0 0.0 0.0
C -2.11538 3.73170 0.24734 0.0 0.0 0.0
C 3.71915 1.13402 1.35002 0.0 0.0 0.0
C 1.69142 -1.82306 1.98010 0.0 0.0 0.0
C 2.61365 -2.11579 -0.23378 0.0 0.0 0.0
C 2.82142 1.91731 0.40609 0.0 0.0 0.0
C -2.07761 3.27077 -1.20854 0.0 0.0 0.0
C -0.96846 0.18302 3.01192 0.0 -0.1 0.0
C -2.20859 -3.73584 1.64491 0.0 0.0 0.0
C 0.12234 -1.31944 -1.89677 -0.1 -0.1 0.0
C -1.12783 -3.01309 1.14727 0.0 0.0 0.0
C -3.49284 -3.23947 1.53515 0.0 0.0 0.0
C 2.82328 -2.41052 2.52137 0.0 0.0 0.0
C 0.13723 -2.06998 -4.57934 0.0 0.0 0.0
C -3.70152 -2.01407 0.92007 0.0 0.0 0.0
C -1.31532 -1.78362 0.53535 0.0 0.0 0.0
C -0.52902 -2.84952 -3.64397 0.0 0.0 -0.1
B -1.39704 -0.53812 4.33228 0.0 0.0 0.0
H 3.37985 0.10885 1.46913 0.0 0.0 0.0
H 3.33595 3.87456 1.15462 0.0 0.0 0.0
H -2.15130 -1.41063 3.94719 0.0 0.0 0.0
H 2.52972 -2.01755 -1.30820 0.0 0.0 0.0
H 3.56156 0.96826 -1.15831 0.0 0.0 0.0
H 1.32761 -0.31503 -4.90136 0.0 0.0 0.0
H 1.07981 2.35214 -1.59159 -0.1 0.0 0.0
H -0.20891 4.31224 -1.57369 0.0 0.0 0.0
H -3.09745 3.57768 0.69305 0.0 0.0 0.0
H 4.73931 -3.28924 2.12321 0.0 0.0 0.0
H 3.73709 1.61534 2.32754 0.0 0.0 0.0
H -4.33154 -3.79374 1.93251 0.0 0.0 0.0
H -1.39548 3.21521 0.89016 0.0 0.0 0.0
H -0.13331 -3.42530 1.24659 0.0 0.0 0.0
H -1.06512 -3.09361 -1.59122 0.0 0.0 0.0
H -0.73568 3.24803 -2.90364 0.0 0.0 0.0
H -2.34823 1.53533 -2.43570 0.0 0.0 0.0
H 4.35424 3.30942 -0.18444 0.0 0.0 0.0
H -0.37455 -0.99263 4.80244 0.0 0.0 0.0
H 1.32979 0.33648 -2.52678 0.0 0.0 0.0
H 4.54772 -3.03159 -0.32745 0.0 0.0 0.0
H -2.69596 3.94976 -1.80450 0.0 0.0 0.0
H -1.93623 0.25636 5.05946 0.0 0.0 0.0
H 0.14140 -2.36064 -5.62143 0.0 0.0 0.0
H -1.04395 -3.74911 -3.95332 0.0 0.0 0.0
H 2.70971 3.89096 -0.49341 0.0 0.0 0.0
H -2.03130 -4.68773 2.12693 0.0 0.0 0.0
H -1.88279 4.79409 0.31289 0.0 0.0 0.0
H -4.53662 2.24538 -0.41810 0.0 0.0 0.0
H 4.73926 1.12839 0.95817 0.0 0.0 0.0
H 0.89604 -1.50468 2.64105 0.0 0.0 0.0
H -4.70787 1.63213 -2.08602 0.0 0.0 0.0
H 2.89637 -2.53332 3.59371 0.0 0.0 0.0
H -4.70004 -1.61066 0.82742 0.0 0.0 0.0
```
Positions in Å, forces in eV/Å.

Values from the calculation:
- Spin multiplicity: 1
- HOMO level (alpha / beta): -11.5 / -11.5 eV
- HOMO-LUMO gap (alpha / beta): 7.92 / 7.92 eV
- ΔE to the lowest compared entry with this formula, charge and spin: 3.61 kJ/mol
- Total charge: +1
- LUMO (alpha / beta): -3.59 / -3.59 eV


C7H9N2O2 | ωB97M-V/def2-TZVPD

Structure (XYZ):
```
20
Properties=species:S:1:pos:R:3:forces:R:3
O -2.26435 -0.73689 -1.03581 -0.3 -0.7 -1.2
O -3.99628 -0.07154 0.12990 0.1 0.0 -0.5
N -2.75243 -0.10272 -0.08053 -1.3 -0.7 0.4
N -2.00534 0.48186 0.75688 2.0 0.8 1.8
C -0.29874 1.17654 -0.88878 1.3 -2.4 -0.2
C -0.61624 0.37049 0.36311 -0.2 -0.2 -0.6
C 0.60624 0.40778 1.31152 -2.2 -0.4 2.5
C 1.14046 -1.76689 -0.23789 0.5 1.1 1.8
C 1.61859 1.10809 0.56170 -1.8 1.1 -2.6
C 0.19395 -0.89616 0.65735 -1.0 -0.7 0.4
C 1.12855 1.46186 -0.66987 3.9 -0.7 -0.2
H 1.04879 -2.85145 0.08050 0.4 1.3 -0.4
H -0.83535 2.09841 -0.87276 -0.9 0.4 -0.6
H 0.78423 -1.64031 -1.24031 0.2 -0.3 -0.8
H 0.42407 0.44905 2.43724 0.6 0.3 -1.6
H 2.22350 -1.31840 -0.12450 -2.0 -1.3 -0.4
H 2.61470 1.26267 0.81654 1.6 0.0 0.6
H -0.41576 0.46682 -1.77546 -0.3 1.5 0.9
H 1.91554 1.54537 -1.51555 -1.5 0.7 1.2
H -0.51414 -1.44459 1.32672 1.0 0.0 -0.5
```
Positions in Å, forces in eV/Å.

Values from the calculation:
- Spin multiplicity: 1
- HOMO level: -4.1 eV
- HOMO-LUMO gap: 7.84 eV
- ΔE to the lowest compared entry with this formula, charge and spin: 505.49 kJ/mol
- Total charge: -1
- LUMO: 3.72 eV


C15H7Br2CoN4OSTe | ωB97M-V/def2-TZVPD

Structure (XYZ):
```
32
Properties=species:S:1:pos:R:3:forces:R:3
Te -0.94034 -1.18059 2.59648 0.0 0.1 -0.1
Br 4.85311 4.38734 -0.57160 0.0 0.0 0.0
Br 0.19503 5.09044 2.51673 0.0 0.0 0.0
Co -0.91059 0.62748 0.55739 0.1 -0.1 0.0
S -1.53447 -4.39094 2.47682 0.0 0.0 0.1
O -0.47105 2.29507 1.38410 0.0 0.0 0.0
N -5.36797 -2.94090 -1.11890 0.0 0.0 0.0
N 0.97210 0.78833 -0.28033 0.0 0.0 0.0
N -2.27830 0.06810 -0.65846 -0.3 0.0 -0.1
N -4.20865 -0.85763 -1.81911 -0.1 0.0 0.1
C 1.18561 4.00322 1.34348 0.0 0.0 0.0
C 2.89282 0.36803 -1.61676 0.0 0.0 0.0
C 3.18791 3.71457 0.02616 0.0 0.0 0.0
C -1.42320 -2.90346 1.61636 0.0 0.1 0.0
C 1.64298 0.00552 -1.09361 0.0 0.0 0.0
C 0.67222 2.77655 0.97097 0.0 0.0 0.0
C 1.48714 1.99948 0.07804 0.0 0.0 0.0
C 3.43075 1.57760 -1.27254 0.0 0.0 0.0
C 2.42938 4.46593 0.87498 0.0 0.0 0.0
C -2.01327 -5.23203 1.08236 0.0 0.0 0.0
C 2.73473 2.44283 -0.40254 0.0 0.0 0.0
C -2.09469 -4.41416 -0.01359 0.0 0.0 0.0
C -4.81562 -1.96883 -1.41082 0.0 0.0 0.0
C -3.22787 -0.39533 -1.17019 0.1 0.0 -0.1
C -1.75642 -3.08213 0.28672 0.0 -0.1 0.0
H 3.40957 -0.30719 -2.28302 0.0 0.0 0.0
H -2.40411 -4.75423 -0.99025 0.0 0.0 0.0
H 2.78004 5.43542 1.19970 0.0 0.0 0.0
H 4.39186 1.88425 -1.66247 0.0 0.0 0.0
H -1.77706 -2.27240 -0.42693 0.1 -0.1 0.0
H -2.22555 -6.28829 1.13022 0.0 0.0 0.0
H 1.18388 -0.94206 -1.34934 0.0 0.0 0.0
```
Positions in Å, forces in eV/Å.

Values from the calculation:
- Spin multiplicity: 5
- HOMO level (alpha / beta): -8.3 / -8.3 eV
- HOMO-LUMO gap (alpha / beta): 7.49 / 5.25 eV
- ΔE to the lowest compared entry with this formula, charge and spin: 0.00 kJ/mol
- Total charge: 0
- LUMO (alpha / beta): -0.76 / -3.08 eV